[1]
The following is a DFT calculation (ωB97M-V/def2-TZVPD) of a single C4H5IN2 molecule.

The geometry in ORCA input format:
```
! wB97M-V def2-TZVPD RIJCOSX def2/J DEFGRID3
* xyz 0 3
C 0.93575 1.10699 0.80469
C -1.21487 -0.18855 0.36403
C -0.14437 -1.20012 0.54784
C 0.18817 0.13847 0.08486
N 1.61464 1.83847 1.38205
N 0.55765 0.08518 -1.48141
I -0.03544 1.77078 -2.49971
H -1.91233 -0.08470 -0.39905
H -1.87544 0.23752 1.23760
H 0.14026 -1.71314 1.56403
H 0.08990 -1.99069 -0.10417
H 1.65607 -0.00021 -1.50077
*
```

Results
HOMO-LUMO gap (alpha / beta), eV: 7.288 / 7.001
DFT total energy, eV: -15303.9067
HOMO (alpha / beta), eV: -6.495 / -9.928
Lowest unoccupied orbital energy (alpha / beta), eV: 0.8 / -2.9


[2]
The following is a DFT calculation (ωB97M-V/def2-TZVPD) of a gas-phase ion, C3H9N2O (charge +1).

The geometry in ORCA input format:
```
! wB97M-V def2-TZVPD RIJCOSX def2/J DEFGRID3
* xyz 1 1
N 0.43439 -1.62662 -0.75988
C 0.63638 -0.19293 -0.83478
C 1.96148 0.16775 -0.03460
O 1.99165 0.88361 0.90352
C -0.52239 0.55401 -0.14968
N -0.45439 0.36242 1.32172
H 1.28648 -2.20261 -0.80008
H -0.23464 -1.95140 -1.41303
H 0.67828 0.23840 -1.81273
H 2.83997 -0.54934 -0.30058
H -1.49734 0.14797 -0.62494
H -0.55672 1.56136 -0.48427
H -1.16626 0.86581 1.89126
H 0.57348 0.67904 1.57996
H -0.28736 -0.64626 1.63496
*
```

Results
HOMO-LUMO gap, eV: 10.587
DFT total energy, eV: -8277.0312
HOMO, eV: -14.416
SMILES: N[C@H](C=O)C[NH3+]
Lowest unoccupied orbital energy, eV: -3.8


[3]
The following is a DFT calculation (ωB97M-V/def2-TZVPD) of a single C6H7N3O3 molecule.

The geometry in ORCA input format:
```
! wB97M-V def2-TZVPD RIJCOSX def2/J DEFGRID3
* xyz 0 1
N 1.18874 2.10630 -0.11490
N 1.03439 0.88847 -0.57452
O 2.38896 0.13090 -0.78873
N 2.92177 -0.31323 0.34389
O 2.39699 0.02992 1.37441
O 3.81872 -1.10582 0.23612
C -0.13700 0.19045 -0.19916
C -1.18409 0.78731 0.44087
C -2.38724 0.20829 0.55502
C -2.52363 -1.11820 0.08819
C -1.52710 -1.78296 -0.56396
C -0.31876 -1.09472 -0.79841
H 1.76537 2.05080 0.78874
H 1.46822 2.73892 -0.80732
H -0.91765 1.68155 0.86223
H -3.27760 0.59826 1.15383
H -3.50959 -1.54289 0.22372
H -1.54506 -2.83205 -0.84602
H 0.34454 -1.62130 -1.37401
*
```

Results
HOMO-LUMO gap, eV: 8.943
DFT total energy, eV: -16941.0617
HOMO, eV: -8.657
SMILES: NN(O[N+](=O)[O-])c1ccccc1
Lowest unoccupied orbital energy, eV: 0.3


[4]
The following is a DFT calculation (ωB97M-V/def2-TZVPD) of 19 unconnected molecules or ions with the total composition C52H78N19O.

The geometry in ORCA input format:
```
! wB97M-V def2-TZVPD RIJCOSX def2/J DEFGRID3
* xyz 0 2
C -1.40468 -2.19385 1.47541
C -1.31758 -1.88800 -0.13253
C -0.10576 -0.84808 -0.29635
C -1.05680 -3.33397 -0.80634
C -1.42445 -3.43511 -2.36643
C -0.12032 -3.64735 -3.33219
C 1.05785 -2.59468 -2.98905
C 1.06173 -1.20259 -3.73765
C 2.18389 -0.20633 -3.33275
C 3.28067 -0.51583 -2.25670
C 3.29757 -1.94587 -1.54418
C 2.17775 -2.94205 -1.93388
C -2.25542 -2.21274 -2.98698
C -2.86128 -1.14227 -1.96793
C -2.38450 0.32903 -2.48463
C -4.48286 -1.14011 -2.21021
N -2.66729 -1.38974 -0.52012
O -3.10018 -0.41449 0.24555
H -2.49237 -2.37206 1.78919
H -0.86775 -1.40936 2.10458
H -0.86404 -3.20202 1.66458
H -0.20418 -0.05077 0.53544
H 0.85601 -1.43554 -0.02739
H 0.02905 -0.40967 -1.33837
H -0.00071 -3.73410 -0.55168
H -1.77768 -4.05583 -0.25430
H -2.04672 -4.40071 -2.50351
H -0.44798 -3.51315 -4.42579
H 0.27016 -4.72106 -3.23969
H 0.25122 -0.93628 -4.50694
H 2.20332 0.81610 -3.83304
H 4.08512 0.22310 -1.93826
H 4.05743 -2.27264 -0.76458
H 2.12491 -3.99002 -1.45534
H -3.12567 -2.67387 -3.59629
H -1.61973 -1.65258 -3.77413
H -1.32901 0.31708 -2.94861
H -3.09331 0.57070 -3.37032
H -2.53618 1.15489 -1.71402
H -4.76310 -1.30183 -3.30274
H -4.82098 -0.08478 -1.88235
H -4.94730 -1.88332 -1.47902
C 4.63234 -4.50920 1.43996
C 3.36601 -4.91901 0.74702
N 2.36841 -5.24245 0.19819
H 5.23418 -3.88438 0.77697
H 4.39652 -3.94443 2.34435
H 5.20801 -5.39513 1.71323
C 6.75955 1.57195 -0.67969
C 7.05653 0.20740 -0.13183
N 7.29076 -0.86968 0.29591
H 6.80498 1.55243 -1.76977
H 5.76137 1.88806 -0.37011
H 7.49068 2.28758 -0.30654
C 9.65362 -2.21546 -1.80537
C 11.14832 -2.19266 -1.93344
N 12.32638 -2.17464 -2.03425
H 9.20892 -1.50838 -2.50694
H 9.27821 -3.21653 -2.02300
H 9.36237 -1.93962 -0.79071
C 5.54520 -2.79084 -5.34105
C 6.06433 -2.36470 -4.00100
N 6.48968 -2.02623 -2.93614
H 5.48346 -1.92815 -6.00631
H 6.21499 -3.53235 -5.77972
H 4.55126 -3.22827 -5.23125
C 5.73797 -1.01282 4.56760
C 4.60024 -1.96556 4.34433
N 3.70341 -2.71802 4.16828
H 5.89655 -0.40479 3.67533
H 5.51167 -0.35704 5.40983
H 6.65053 -1.56977 4.78520
C 2.20672 -3.76690 6.95952
C 2.75489 -3.34848 8.29071
N 3.18745 -3.01837 9.34086
H 2.14637 -2.90386 6.29468
H 2.85778 -4.51755 6.50874
H 1.20709 -4.19123 7.08602
C -7.70148 1.09680 -3.53760
C -6.47582 1.46392 -4.32373
N -5.50948 1.75377 -4.94326
H -7.62524 1.48555 -2.52219
H -8.58672 1.51998 -4.01261
H -7.80560 0.00984 -3.49523
C 9.85854 2.58658 1.95562
C 8.80466 2.02203 2.86282
N 7.97448 1.57736 3.57778
H 9.74593 3.66912 1.88565
H 10.85029 2.35592 2.34868
H 9.76144 2.15407 0.95908
C 12.50472 5.39327 0.31985
C 11.46600 4.49481 -0.28316
N 10.64699 3.78679 -0.75857
H 12.13137 6.41785 0.35956
H 12.74091 5.06047 1.33200
H 13.41284 5.36806 -0.28444
C -9.17076 4.74102 -2.38255
C -9.90422 3.47500 -2.75454
N -10.49948 2.47252 -3.05066
H -9.07143 5.38282 -3.26038
H -9.72354 5.27761 -1.60933
H -8.16961 4.49908 -2.00301
C -2.25943 -3.34365 8.75488
C -1.16005 -4.31081 8.43251
N -0.29331 -5.07398 8.17822
H -2.98999 -3.81703 9.41296
H -1.84719 -2.46561 9.25461
H -2.75833 -3.02913 7.83649
C -5.35917 -6.10335 10.79987
C -4.72151 -4.77681 11.08679
N -4.21821 -3.73102 11.31299
H -4.80120 -6.62188 10.01837
H -5.36184 -6.71643 11.70250
H -6.38744 -5.95608 10.46588
C -0.50482 3.02264 -0.62617
C 0.99052 3.03961 -0.74592
N 2.16901 3.05302 -0.84021
H -0.94102 3.73301 -1.33075
H -0.88397 2.02375 -0.84667
H -0.80003 3.30028 0.38721
C -12.02716 6.10797 1.39566
C -10.80414 6.48313 0.61343
N -9.84013 6.77886 -0.00364
H -11.95295 6.50060 2.41102
H -12.91542 6.52320 0.91686
H -12.12064 5.02168 1.43939
C 5.73408 5.97484 -0.55077
C 6.84766 5.02243 -0.87004
N 7.72519 4.27009 -1.12193
H 5.00851 5.49073 0.10511
H 6.13362 6.85836 -0.05018
H 5.23367 6.28188 -1.47044
C -10.25998 -2.63865 -3.28136
C -8.76572 -2.60412 -3.40317
N -7.57256 -2.58940 -3.49831
H -10.70590 -1.93368 -3.98491
H -10.62690 -3.64248 -3.50147
H -10.55583 -2.36527 -2.26733
C -6.37289 5.31229 -6.24198
C -7.13920 6.24331 -5.34958
N -7.74334 6.97608 -4.64454
H -6.62585 4.27737 -6.00415
H -6.62266 5.50981 -7.28577
H -5.30137 5.45864 -6.09800
C -4.98571 3.84335 0.25271
C -6.24433 3.42206 -0.44349
N -7.23687 3.08971 -0.99308
H -4.39380 4.48159 -0.40553
H -5.23153 4.39736 1.16014
H -4.39780 2.96313 0.52003
*
```

Results
HOMO-LUMO gap (alpha / beta), eV: 8.533 / 8.466
DFT total energy, eV: -85533.1246
HOMO (alpha / beta), eV: -8.235 / -8.253
Lowest unoccupied orbital energy (alpha / beta), eV: 0.3 / 0.2


[5]
The following is a DFT calculation (ωB97M-V/def2-TZVPD) of a single C4H12N2S molecule.

The geometry in ORCA input format:
```
! wB97M-V def2-TZVPD RIJCOSX def2/J DEFGRID3
* xyz 0 1
C -3.61759 -0.26731 -0.09252
N -2.30467 -0.13095 0.55896
C -1.28297 0.12471 -0.45229
C 0.11138 -0.00471 0.14576
N 0.28908 -1.38813 0.58597
C 1.21349 0.39625 -0.81957
S 2.84109 0.66650 -0.01408
H -3.79616 0.46227 -0.88755
H -4.39753 -0.11022 0.65235
H -3.69656 -1.28431 -0.46848
H -2.33992 0.71929 1.11371
H -1.37573 -0.61726 -1.25076
H -1.35928 1.10210 -0.94867
H 0.14506 0.68648 1.00727
H -0.49558 -1.62845 1.18974
H 1.15093 -1.52105 1.09776
H 1.29436 -0.39740 -1.55972
H 0.91923 1.33507 -1.29064
H 3.11812 -0.66204 -0.02298
*
```

Results
HOMO-LUMO gap, eV: 10.106
DFT total energy, eV: -18157.8115
HOMO, eV: -9.088
SMILES: CNC[C@@H](N)CS
Lowest unoccupied orbital energy, eV: 1.0